Entry from OMol25: a cluster of 5 separate species, C16H22Cl6N2 in total (the ωB97M-V functional and the def2-TZVPD basis).

Cartesian coordinates (Å):
C -2.80525 -6.08390 -3.69851
C 1.77917 4.29455 0.36746
H -1.94940 -5.29076 -0.50147
C 2.40084 5.34510 1.06665
C 1.84956 1.84289 -3.17578
C -0.51784 -1.30985 0.99283
H -2.86906 -5.75012 -4.72366
H -1.74293 -4.42605 -2.76069
H 1.08611 1.62346 -2.42939
H -0.09890 -1.96645 1.75537
C 1.53954 2.92875 -4.15938
H 0.59319 2.73072 -4.66267
Cl -0.79491 1.85069 6.29187
H 1.30044 4.38879 -0.59604
C -2.24209 -5.36907 -2.59345
C -3.30309 -7.86794 -2.09754
H 3.59983 5.85952 2.72879
H 2.43364 6.34021 0.64826
H 2.30702 3.15288 -4.90021
H -2.60871 1.09849 5.04055
H 2.70340 1.71610 2.37527
H -2.47011 2.88245 4.82568
N -2.79036 -7.17062 -1.05894
H 2.75907 2.11396 -2.63968
H 0.07597 0.29654 -0.22335
Cl 1.79676 -1.30022 -0.31786
Cl -0.23772 0.38289 3.57092
Cl 1.17348 4.42914 -3.24144
H 1.04626 0.25608 1.32532
C -1.93053 1.93709 4.88266
H -1.43151 -0.84768 1.36663
C -2.27955 -5.91190 -1.32099
Cl 2.12533 0.42189 -4.11045
H -3.88582 -7.92548 -4.11596
N 1.90999 2.99687 0.85930
C 2.64846 2.72234 1.98683
H -1.96846 1.79840 2.79096
H -0.49329 2.68349 3.38005
C 3.24014 3.73963 2.69749
C 3.13259 5.01758 2.23968
H -3.73202 -8.84647 -1.93970
Cl -1.15187 -2.46539 -0.24042
C 0.55576 -0.31745 0.53882
C -3.29435 -7.36859 -3.40432
H 3.72581 3.51020 3.63444
C -1.18458 1.85724 3.54605

Values from the calculation:
- E_HOMO (alpha / beta): 0.1 / -4.3 eV
- F_max: 3.1 eV/Å
- ⟨S²⟩: 0.76
- Total charge: -1
- 2S+1: 2
- Gap between HOMO and LUMO (alpha / beta): 2.23 / 6.61 eV
- LUMO level (alpha / beta): 0.0859 / 0.0858 hartree
- Total energy: -3493.4754 Ha

---

Entry from OMol25: a cluster of 3 separate species, C10H25O14P3S2 in total (the ωB97M-V functional and the def2-TZVPD basis).

Cartesian coordinates (Å):
H 6.42646 -1.73939 -4.69547
O 4.30019 0.09444 -4.30582
H 1.73177 0.42846 -2.67316
H -4.74434 -3.36274 6.15785
H -2.38232 6.31900 0.30792
O -2.48492 5.48682 -0.16548
H 2.06220 -1.72657 -7.10430
O -1.33027 -0.22909 -1.30454
H -3.85165 -2.00441 6.89869
O -3.61315 3.62968 1.20875
P -2.69610 -2.13477 4.41006
S -0.62291 0.73468 -0.54898
H -1.15910 -4.51363 5.63748
C 1.04410 3.32886 0.01061
C 1.06303 3.66930 1.30217
O -1.69736 1.74148 0.12521
H 6.62443 -3.18922 -3.68679
C 2.29414 -0.37541 -2.20703
H 1.72053 -0.82056 -1.39982
H -3.49932 2.96588 1.90059
H -5.53524 -1.78404 6.37317
O 0.27153 0.29380 0.46365
H 5.67580 -3.28357 -5.18872
H -0.56555 -3.76876 4.13946
S -2.71532 3.04358 -1.86419
P -2.15664 4.28220 0.88227
O 2.54218 -1.40658 -3.17919
P 3.77496 -1.26603 -4.15052
H -2.57330 -0.27021 1.49916
H 3.22681 0.01734 -1.80470
C -0.12432 3.15716 -0.93646
H -0.05469 3.81666 -1.79789
O 0.09588 1.80219 -1.46620
H 1.77019 3.19331 1.97400
H -1.43084 -5.32058 4.07341
O -2.63997 -3.71776 4.42801
C -1.36583 -4.36128 4.57987
H -2.37218 4.24511 -2.34671
H 0.40321 4.40662 1.73720
C 5.94541 -2.65228 -4.34285
H -1.03457 -0.74046 2.26193
O -4.19055 -1.85388 4.84661
O 3.29065 -1.95405 -5.49374
C -1.55820 3.05606 -0.40703
H 3.59295 -0.82178 -7.20084
C -4.59625 -2.28353 6.15249
H 2.28303 -0.24070 -6.15333
H 1.98920 3.13003 -0.48971
O 4.77654 -2.34410 -3.57281
H -2.21284 0.24074 3.16078
O -1.65446 -1.46592 5.19551
C -2.09128 -0.55830 2.42928
C 2.77762 -1.12706 -6.54757
O -2.72933 -1.76677 2.87774

Values from the calculation:
- E_HOMO: -9.3 eV
- F_max: 1.4 eV/Å
- SMILES: C=C[C@H]1OS(=O)(=O)O[C@@]1(S)P(O)O.COP(=O)(OC)OC.COP(=O)(OC)OC
- Gap between HOMO and LUMO: 9.48 eV
- LUMO level: 0.0049 hartree
- Total energy: -3269.9732 Ha